Entry 1:
{"formula": "C56H64N4O2PSe2Ti", "method": "ωB97M-V with the def2-TZVPD basis set", "total_charge": 1, "e_tot_ev": -232263.6810, "e_homo_ev": -9.9, "orbital_gap_ha": 0.2532, "elements": ["Ti", "C", "C", "C", "C", "C", "C", "C", "N", "C", "C", "C", "C", "C", "C", "O", "C", "C", "C", "C", "C", "C", "C", "C", "C", "O", "C", "C", "C", "C", "C", "C", "H", "H", "H", "H", "H", "H", "H", "H", "H", "H", "H", "H", "H", "H", "H", "H", "H", "H", "H", "H", "H", "H", "H", "H", "H", "H", "H", "H", "H", "H", "H", "H", "H", "H", "H", "H", "H", "H", "H", "H", "N", "C", "C", "C", "C", "C", "C", "P", "C", "C", "C", "C", "C", "C", "C", "C", "C", "C", "C", "C", "H", "H", "H", "H", "H", "H", "H", "H", "H", "H", "H", "H", "H", "H", "H", "H", "Se", "Se", "C", "C", "C", "C", "C", "N", "C", "C", "C", "C", "C", "N", "H", "H", "H", "H", "H", "H", "H", "H"], "xyz": [[-0.191, 1.266, -1.002], [-4.758, -4.062, 2.085], [-3.278, -3.683, 2.079], [-2.828, -3.473, 3.532], [-2.485, -4.846, 1.468], [-3.008, -2.398, 1.292], [-1.692, -1.937, 1.184], [-1.439, -0.768, 0.506], [-0.194, -0.116, 0.345], [0.578, 0.235, 1.473], [1.069, -0.599, 2.461], [1.804, -0.063, 3.517], [2.038, 1.309, 3.533], [1.568, 2.186, 2.553], [0.844, 1.615, 1.510], [0.346, 2.301, 0.445], [1.769, 3.701, 2.648], [0.395, 4.378, 2.764], [2.494, 4.231, 1.403], [2.592, 4.098, 3.875], [2.314, -0.996, 4.616], [3.260, -2.037, 4.003], [1.122, -1.715, 5.266], [3.074, -0.245, 5.709], [-2.476, -0.041, -0.106], [-2.037, 1.073, -0.754], [-3.799, -0.442, 0.013], [-4.015, -1.642, 0.712], [-5.025, 0.309, -0.527], [-4.701, 1.599, -1.286], [-5.808, -0.606, -1.479], [-5.924, 0.688, 0.660], [-4.893, -4.980, 2.659], [-5.371, -3.288, 2.551], [-5.134, -4.243, 1.076], [-3.002, -4.380, 4.116], [-1.766, -3.231, 3.596], [-3.385, -2.656, 3.994], [-2.640, -5.755, 2.053], [-2.815, -5.040, 0.445], [-1.414, -4.639, 1.442], [-0.877, -2.508, 1.605], [0.882, -1.663, 2.407], [2.596, 1.722, 4.357], [-0.218, 4.172, 1.888], [-0.135, 4.021, 3.649], [0.518, 5.460, 2.852], [1.943, 4.003, 0.490], [2.600, 5.316, 1.476], [3.494, 3.799, 1.328], [2.105, 3.797, 4.804], [3.594, 3.664, 3.850], [2.701, 5.183, 3.895], [2.765, -2.623, 3.227], [4.133, -1.548, 3.564], [3.609, -2.729, 4.773], [0.570, -2.319, 4.545], [1.471, -2.378, 6.060], [0.428, -0.994, 5.701], [3.958, 0.260, 5.314], [2.442, 0.495, 6.203], [3.410, -0.953, 6.467], [-5.034, -1.990, 0.803], [-4.092, 1.417, -2.173], [-5.641, 2.051, -1.615], [-4.177, 2.318, -0.658], [-5.219, -0.844, -2.368], [-6.098, -1.544, -1.006], [-6.719, -0.103, -1.812], [-5.392, 1.346, 1.350], [-6.814, 1.211, 0.303], [-6.252, -0.189, 1.218], [-1.237, -0.250, -2.923], [-1.152, -1.632, -2.553], [-2.273, -2.436, -2.429], [-2.128, -3.744, -2.003], [-0.866, -4.259, -1.728], [0.255, -3.457, -1.870], [0.117, -2.132, -2.279], [1.419, -0.885, -2.308], [2.904, -1.729, -1.689], [3.946, -2.133, -2.517], [5.064, -2.757, -1.979], [5.144, -2.991, -0.614], [4.101, -2.601, 0.217], [2.990, -1.971, -0.318], [1.760, -0.616, -4.078], [2.712, 0.343, -4.432], [2.929, 0.661, -5.763], [2.195, 0.027, -6.759], [1.264, -0.942, -6.419], [1.053, -1.267, -5.084], [-2.189, 0.097, -2.868], [-0.892, -0.115, -3.869], [-3.257, -2.033, -2.634], [-3.006, -4.367, -1.891], [-0.759, -5.283, -1.397], [1.239, -3.849, -1.643], [3.893, -1.958, -3.585], [5.870, -3.066, -2.631], [6.016, -3.478, -0.198], [4.155, -2.781, 1.282], [2.184, -1.670, 0.341], [3.292, 0.835, -3.660], [3.670, 1.406, -6.026], [2.362, 0.278, -7.799], [0.706, -1.454, -7.191], [0.342, -2.045, -4.828], [-0.048, 2.566, -4.208], [1.743, 3.975, -3.832], [2.715, 3.040, -2.465], [4.069, 3.364, -2.416], [4.880, 2.717, -1.505], [4.312, 1.753, -0.685], [2.961, 1.515, -0.796], [2.149, 2.145, -1.663], [-1.216, 3.526, -3.023], [-2.080, 4.500, -3.489], [-2.820, 5.221, -2.562], [-2.655, 4.950, -1.214], [-1.788, 3.941, -0.837], [-1.086, 3.234, -1.727], [4.474, 4.094, -3.104], [5.937, 2.941, -1.456], [4.895, 1.194, 0.033], [2.505, 0.777, -0.155], [-2.155, 4.692, -4.550], [-3.506, 5.991, -2.889], [-3.200, 5.498, -0.459], [-1.647, 3.660, 0.197]], "mulliken_charge": [-0.429, -2.276, 1.853, -1.524, -1.402, 0.400, -1.034, -0.228, 1.848, -0.535, -0.762, -0.598, -0.042, -0.401, 0.371, 0.492, 2.562, -1.419, -1.538, -2.361, 2.099, -1.639, -1.769, -2.423, -0.029, -0.004, 0.598, -0.601, 2.019, -1.961, -1.674, -1.723, 0.446, 0.400, 0.405, 0.481, 0.165, 0.343, 0.541, 0.207, 0.220, 0.301, 0.242, 0.851, 0.054, 0.322, 0.529, 0.020, 0.591, 0.267, 0.434, 0.436, 0.442, 0.298, 0.326, 0.511, 0.327, 0.482, 0.349, 0.411, 0.406, 0.457, 0.671, 0.231, 0.575, 0.223, 0.291, 0.243, 0.518, 0.352, 0.489, 0.301, -0.594, 0.080, -0.527, -0.580, -1.181, -0.737, -0.116, 3.598, 0.218, -1.070, -0.810, -0.782, -0.656, 0.368, -0.243, -0.306, -0.633, -0.790, -0.696, -0.701, 0.107, 0.518, 0.328, 0.454, 0.461, 0.590, 0.418, 0.409, 0.429, 0.341, 0.146, 0.497, 0.473, 0.409, 0.463, 0.452, 0.039, 0.067, -0.245, -0.938, -1.019, -1.091, 0.326, 1.164, 0.199, -1.025, -0.397, -1.038, -0.706, 0.682, 0.508, 0.505, 0.617, -0.138, 0.543, 0.449, 0.524, 0.613]}

Entry 2:
{"formula": "C56H66As2N4O2Se3Si4SnTe", "method": "ωB97M-V with the def2-TZVPD basis set", "e_tot_ev": -431557.6466, "e_homo_ev": -7.2, "orbital_gap_ha": 0.2530, "elements": ["Sn", "Se", "Se", "Te", "Se", "N", "C", "C", "C", "C", "N", "C", "C", "H", "H", "H", "H", "C", "Si", "C", "C", "As", "Si", "C", "C", "C", "Si", "C", "C", "C", "H", "H", "H", "H", "H", "H", "H", "H", "H", "H", "H", "H", "H", "H", "H", "H", "H", "H", "H", "H", "H", "H", "H", "H", "H", "H", "H", "C", "C", "C", "C", "C", "C", "As", "C", "C", "C", "C", "C", "C", "C", "C", "C", "C", "C", "C", "H", "H", "H", "H", "H", "H", "H", "H", "H", "H", "H", "H", "H", "H", "H", "C", "C", "C", "C", "C", "C", "Si", "C", "C", "C", "C", "C", "C", "C", "C", "C", "C", "C", "C", "H", "H", "H", "H", "H", "H", "H", "H", "H", "H", "H", "H", "H", "H", "H", "C", "N", "C", "C", "C", "O", "N", "C", "O", "H", "H", "H", "H", "H"], "xyz": [[0.312, -0.009, -0.078], [0.892, -1.348, 2.794], [1.979, 2.024, 1.869], [0.531, 1.113, 3.595], [-1.648, 1.787, 2.824], [-7.948, -1.388, -0.295], [-6.851, -1.049, -0.295], [-5.468, -0.636, -0.308], [-4.973, 0.132, -1.356], [-3.636, 0.488, -1.324], [-2.805, 0.123, -0.347], [-3.290, -0.618, 0.645], [-4.616, -1.017, 0.719], [-5.613, 0.452, -2.166], [-3.210, 1.091, -2.121], [-2.593, -0.890, 1.432], [-4.970, -1.604, 1.553], [1.708, -1.357, -4.395], [3.083, -1.683, -3.160], [4.670, -1.524, -4.139], [2.948, -3.428, -2.500], [2.933, -0.237, -1.266], [4.673, -1.132, 0.093], [5.294, 0.224, 1.204], [3.982, -2.563, 1.056], [6.109, -1.756, -0.929], [3.818, 1.811, -2.091], [4.092, 3.070, -0.751], [5.425, 1.637, -3.022], [2.451, 2.363, -3.234], [2.113, -1.426, -5.406], [1.249, -0.375, -4.278], [0.919, -2.102, -4.297], [4.797, -2.462, -4.687], [5.563, -1.357, -3.543], [4.593, -0.722, -4.874], [2.663, -4.098, -3.315], [2.192, -3.499, -1.717], [3.894, -3.781, -2.089], [4.482, 0.855, 1.567], [6.014, 0.853, 0.677], [5.797, -0.211, 2.072], [3.214, -2.235, 1.756], [4.782, -3.042, 1.626], [3.532, -3.308, 0.398], [6.625, -0.953, -1.455], [5.825, -2.513, -1.657], [6.822, -2.212, -0.237], [5.069, 2.944, -0.282], [3.334, 3.048, 0.031], [4.052, 4.062, -1.208], [6.164, 1.040, -2.486], [5.838, 2.642, -3.137], [5.293, 1.209, -4.013], [1.521, 2.422, -2.662], [2.300, 1.650, -4.047], [2.647, 3.347, -3.664], [-2.887, 4.127, -5.585], [-1.641, 3.567, -5.339], [-1.214, 3.368, -4.035], [-2.006, 3.751, -2.953], [-3.267, 4.283, -3.212], [-3.703, 4.470, -4.518], [-1.389, 3.341, -1.133], [-0.016, 4.718, -0.872], [0.730, 5.258, -1.913], [1.754, 6.161, -1.653], [2.047, 6.524, -0.348], [1.311, 5.981, 0.697], [0.287, 5.083, 0.438], [-2.834, 4.252, -0.170], [-2.965, 5.638, -0.226], [-3.999, 6.275, 0.443], [-4.921, 5.533, 1.171], [-4.805, 4.154, 1.223], [-3.764, 3.518, 0.554], [-3.224, 4.281, -6.601], [-1.006, 3.267, -6.162], [-0.269, 2.870, -3.867], [-3.920, 4.562, -2.395], [-4.684, 4.890, -4.698], [0.500, 5.005, -2.940], [2.317, 6.585, -2.476], [2.847, 7.225, -0.144], [1.539, 6.249, 1.720], [-0.265, 4.648, 1.264], [-2.253, 6.226, -0.793], [-4.086, 7.353, 0.394], [-5.723, 6.031, 1.700], [-5.515, 3.566, 1.791], [-3.679, 2.442, 0.608], [-3.839, -4.840, 1.981], [-3.964, -4.472, 3.312], [-2.917, -3.820, 3.952], [-1.729, -3.533, 3.276], [-1.627, -3.897, 1.929], [-2.672, -4.545, 1.287], [-0.280, -2.780, 4.182], [-0.834, -1.891, 5.714], [-1.747, -0.838, 5.602], [-2.181, -0.153, 6.727], [-1.726, -0.526, 7.983], [-0.833, -1.580, 8.114], [-0.386, -2.255, 6.986], [1.007, -4.090, 4.509], [0.878, -5.375, 3.981], [1.892, -6.313, 4.131], [3.048, -5.980, 4.817], [3.192, -4.707, 5.355], [2.185, -3.771, 5.195], [-4.657, -5.342, 1.479], [-4.874, -4.695, 3.854], [-3.024, -3.545, 4.995], [-0.728, -3.661, 1.369], [-2.578, -4.817, 0.244], [-2.113, -0.529, 4.629], [-2.867, 0.677, 6.614], [-2.064, 0.007, 8.862], [-0.482, -1.876, 9.094], [0.314, -3.073, 7.100], [-0.027, -5.651, 3.454], [1.776, -7.304, 3.712], [3.839, -6.710, 4.932], [4.094, -4.445, 5.893], [2.323, -2.772, 5.594], [-3.049, -1.712, -4.615], [-2.062, -1.930, -3.564], [-1.837, -3.185, -3.095], [-0.981, -3.445, -2.089], [-0.341, -2.307, -1.490], [0.367, -2.362, -0.441], [-0.499, -1.091, -2.031], [-1.336, -0.833, -3.074], [-1.459, 0.267, -3.574], [-2.795, -2.293, -5.501], [-3.038, -0.656, -4.864], [-4.040, -1.998, -4.261], [-2.400, -3.967, -3.589], [-0.800, -4.441, -1.719]], "mulliken_charge": [1.013, -0.197, -0.353, -0.258, -0.180, -0.511, -0.268, 0.474, -1.169, -0.339, 1.322, -1.299, -0.732, 0.680, 0.235, 0.778, 0.663, -0.834, 0.661, -1.372, -0.816, 0.408, 0.303, -0.731, -0.595, -1.028, -0.072, -0.328, -1.111, -0.765, 0.643, -0.161, 0.224, 0.374, 0.357, 0.377, 0.460, -0.198, 0.386, 0.012, 0.229, 0.437, -0.336, 0.505, 0.211, 0.255, 0.262, 0.414, 0.309, -0.395, 0.359, 0.237, 0.428, 0.323, -0.320, 0.505, 0.724, -0.712, -0.888, -0.140, 0.517, -0.667, -0.715, 1.417, -0.003, -0.173, -0.601, -0.601, -0.566, -0.334, -0.306, -0.101, -0.756, -0.534, -0.944, -0.568, 0.389, 0.448, 0.227, 0.355, 0.429, 0.383, 0.422, 0.349, 0.438, 0.455, 0.460, 0.422, 0.392, 0.469, 0.672, -0.604, -0.750, -0.586, 0.411, 0.067, -0.528, 0.734, 0.390, -0.426, -0.876, -0.535, -0.688, -0.417, 0.332, -0.378, -0.733, -0.508, -0.827, -0.007, 0.417, 0.383, 0.400, 0.318, 0.302, 0.682, 0.444, 0.382, 0.424, 0.421, 0.372, 0.415, 0.396, 0.412, 0.451, -1.244, 0.414, -0.609, -1.431, 0.952, -0.721, 1.600, -0.749, -0.674, 0.402, 0.316, 0.374, 0.545, 0.701]}